Record 1
This record from the Open Molecules 2025 dataset describes a structure of composition C43H54F3NO7P2SSr. The level of theory is ωB97M-V/def2-TZVPD.

Computed properties:
LUMO energy   0.421 eV
Spin multiplicity   1
Kohn-Sham gap   6.648 eV
Energy relative to the best compared isomer or geometry (same formula, charge and spin)   10.0 kcal/mol
Total charge   0

Each line ends with the Löwdin charge.
Positions of all 112 atoms, in Å:
Sr 0.1700 -0.6677 -1.3803  1.473
O -0.7866 -2.6563 -0.2209  -0.463
P -2.1498 -2.9695 0.3753  0.803
C -3.4499 -2.6989 -0.8229  -0.270
C -3.1363 -2.9308 -2.1633  -0.064
C -4.0939 -2.7367 -3.1459  -0.056
C -5.3733 -2.3291 -2.7991  -0.069
C -5.6979 -2.1128 -1.4657  -0.073
C -4.7397 -2.2928 -0.4808  -0.079
C -2.1716 -4.6903 0.8559  -0.280
C -3.3284 -5.3507 1.2672  -0.072
C -3.2677 -6.6770 1.6565  -0.075
C -2.0514 -7.3517 1.6372  -0.077
C -0.8999 -6.7025 1.2253  -0.069
C -0.9563 -5.3695 0.8341  -0.059
C -2.5025 -1.9678 1.7999  -0.277
C -2.7793 -0.6138 1.6132  -0.071
C -2.8969 0.2406 2.6969  -0.047
C -2.7644 -0.2684 3.9819  -0.061
C -2.4988 -1.6152 4.1822  -0.076
C -2.3600 -2.4650 3.0953  -0.072
H -2.1390 -3.2405 -2.4496  0.090
H -3.8275 -2.8969 -4.1820  0.113
H -6.1193 -2.1740 -3.5674  0.106
H -6.6947 -1.7912 -1.1939  0.106
H -5.0014 -2.1042 0.5530  0.109
H -4.2842 -4.8391 1.2812  0.112
H -4.1666 -7.1893 1.9724  0.105
H -2.0064 -8.3896 1.9407  0.105
H 0.0468 -7.2257 1.2031  0.106
H -0.0654 -4.8543 0.5033  0.104
H -2.8659 -0.1812 0.6248  0.105
H -3.0653 1.2945 2.5200  0.105
H -2.8540 0.3955 4.8327  0.108
H -2.3852 -1.9992 5.1874  0.106
H -2.1297 -3.5120 3.2539  0.107
F 1.1305 -1.9745 -6.3536  0.156
C 0.6131 -0.9402 -5.7030  -0.668
F -0.4653 -0.5030 -6.3578  0.142
F 1.5206 0.0377 -5.6671  0.134
S 0.0759 -1.4596 -4.0215  0.466
O -0.7953 -0.3710 -3.5236  -0.468
O -0.5933 -2.7109 -4.2320  -0.262
O 1.3295 -1.5552 -3.2286  -0.478
C -3.2134 3.1057 -1.1272  -0.044
C -2.2372 2.8732 -0.0058  -0.301
C -2.2491 3.7063 1.1208  -0.065
C -1.3256 3.4905 2.1348  -0.313
C -1.3257 4.3695 3.3574  -0.052
C -0.3965 2.4606 2.0479  -0.019
C -0.3408 1.5784 0.9375  -0.329
C -1.3162 1.8535 -0.0785  -0.072
N 0.4895 0.5379 0.7331  -0.095
C 1.5198 0.1335 1.6638  -0.470
C 2.6268 1.1866 1.8831  -0.078
C 3.7402 0.6457 2.7863  -0.282
C 3.1438 0.2109 4.1290  -0.118
C 2.1075 -0.8948 3.9049  -0.282
C 2.7742 -2.0884 3.2147  -0.119
C 3.3495 -1.6422 1.8672  -0.282
C 4.4003 -0.5562 2.1069  -0.120
C 2.2206 -1.0758 1.0012  -0.124
C 0.9787 -0.3670 3.0149  -0.076
H -3.8754 3.9412 -0.8997  0.072
H -3.8395 2.2297 -1.3152  0.076
H -2.7034 3.3362 -2.0654  0.077
H -2.9645 4.5171 1.1917  0.103
H -2.0614 5.1702 3.2795  0.070
H -0.3502 4.8313 3.5236  0.078
H -1.5579 3.7977 4.2596  0.075
H 0.2916 2.3252 2.8683  0.091
H -1.3550 1.2645 -1.0008  0.069
H 2.2222 2.1071 2.3031  0.107
H 3.0394 1.4456 0.9010  0.113
H 4.4888 1.4253 2.9545  0.138
H 2.6712 1.0701 4.6168  0.120
H 3.9346 -0.1418 4.7990  0.117
H 1.6970 -1.2107 4.8688  0.136
H 2.0415 -2.8887 3.0667  0.117
H 3.5756 -2.4929 3.8415  0.118
H 3.8059 -2.4943 1.3547  0.139
H 4.8465 -0.2450 1.1568  0.117
H 5.2077 -0.9534 2.7306  0.118
H 1.4880 -1.8713 0.8107  0.097
H 2.6469 -0.7551 0.0366  0.107
H 0.4251 0.4210 3.5293  0.109
H 0.2588 -1.1669 2.8119  0.116
C 1.5088 4.6980 -5.0960  -0.072
C 1.1834 3.3347 -4.5482  -0.289
O 2.3177 2.8815 -3.7630  -0.290
P 1.9411 1.9123 -2.5193  0.790
O 1.3754 2.8880 -1.4024  -0.313
C 2.0349 4.0360 -0.8268  -0.249
C 0.9961 5.1030 -0.6103  -0.054
O 3.4295 1.6058 -1.9473  -0.298
C 4.2391 0.7373 -2.7777  -0.295
C 5.4812 1.4738 -3.2053  -0.072
H 0.6818 5.0678 -5.7045  0.080
H 2.4052 4.6640 -5.7151  0.080
H 1.6823 5.4160 -4.2944  0.074
H 1.0043 2.5973 -5.3315  0.105
H 0.2908 3.3713 -3.9170  0.106
H 2.8404 4.3538 -1.4924  0.114
H 2.4771 3.7056 0.1140  0.108
H 0.6011 5.4657 -1.5609  0.075
H 1.4322 5.9521 -0.0796  0.081
H 0.1666 4.7229 -0.0124  0.064
H 3.6546 0.3993 -3.6394  0.095
H 4.4611 -0.1483 -2.1781  0.115
H 5.2170 2.3560 -3.7878  0.076
H 6.1177 0.8324 -3.8177  0.079
H 6.0575 1.7935 -2.3372  0.079

=====

Record 2
This record from the Open Molecules 2025 dataset describes a structure of composition C43H54FN2NaO3SSi. The level of theory is ωB97M-V/def2-TZVPD.

Computed properties:
LUMO energy   3.719 eV
Spin multiplicity   1
Kohn-Sham gap   4.257 eV
Energy relative to the best compared isomer or geometry (same formula, charge and spin)   7.7 kcal/mol
Total charge   -2

Each line ends with the Löwdin charge.
Positions of all 106 atoms, in Å:
Na 1.8061 -1.1034 -1.0792  0.336
C -4.7813 -4.3190 -0.8007  -0.042
C -4.2646 -4.6500 -2.1976  -0.320
C -5.3028 -4.2299 -3.2323  -0.157
C -4.7461 -4.2976 -4.6444  -0.137
C -3.5607 -3.3814 -4.7369  -0.153
C -3.2686 -2.6486 -5.8672  0.030
C -2.1455 -1.8313 -5.8917  -0.265
F -1.9067 -1.1266 -7.0288  0.033
C -1.3005 -1.7235 -4.8244  0.073
C -1.5766 -2.4683 -3.6701  -0.045
C -0.6643 -2.3249 -2.5080  -0.299
O 0.1600 -1.4149 -2.5197  -0.001
C -0.8552 -3.3300 -1.4804  -0.006
C -1.9970 -4.0514 -1.5082  0.005
N -2.9764 -3.9902 -2.4586  0.014
C -2.7178 -3.2746 -3.6145  -0.092
C 0.1178 -3.6569 -0.3147  -0.641
O -0.1459 -4.7109 0.2943  -0.046
O 1.0422 -2.8470 -0.1208  -0.050
H -5.7699 -4.7635 -0.6663  0.078
H -4.8658 -3.2371 -0.6831  0.092
H -4.1343 -4.6938 -0.0113  0.075
H -4.1085 -5.7337 -2.2810  0.149
H -5.6210 -3.2052 -3.0177  0.130
H -6.1782 -4.8719 -3.1129  0.115
H -5.5003 -4.0169 -5.3822  0.112
H -4.4413 -5.3259 -4.8714  0.123
H -3.9012 -2.7020 -6.7454  0.119
H -0.4374 -1.0722 -4.8271  0.136
H -2.1415 -4.7530 -0.6972  0.125
C 3.0593 1.7306 6.3756  -0.053
C 3.2442 2.5077 5.0639  -0.555
C 1.8687 2.7324 4.4374  -0.063
C 3.8517 3.8827 5.3772  -0.059
C 4.1768 1.7190 4.1438  -0.175
C 5.5088 1.5090 4.5447  -0.063
C 6.4024 0.7930 3.7728  -0.100
C 5.9621 0.2657 2.5645  -0.494
S 6.8043 -0.6642 1.3742  1.049
C 5.3114 -0.7450 0.4045  -0.488
N 4.3069 -0.1312 0.9357  0.123
C 4.6369 0.4473 2.1454  -0.286
C 3.7512 1.1800 2.9420  0.061
C 5.3204 -1.4488 -0.8932  -0.291
C 6.4490 -2.2247 -1.2022  -0.119
C 6.5220 -2.8973 -2.4065  -0.140
C 5.4613 -2.7811 -3.2980  -0.137
C 4.3576 -2.0051 -2.9656  -0.165
C 4.2093 -1.2985 -1.7532  -0.063
H 2.3789 2.2696 7.0413  0.078
H 4.0096 1.5950 6.8958  0.072
H 2.6363 0.7438 6.1802  0.091
H 1.2503 3.3290 5.1129  0.087
H 1.3446 1.7944 4.2500  0.073
H 1.9414 3.2665 3.4880  0.079
H 3.1823 4.4446 6.0345  0.077
H 3.9922 4.4588 4.4605  0.090
H 4.8193 3.7992 5.8747  0.067
H 5.8515 1.9166 5.4887  0.096
H 7.4228 0.6458 4.1062  0.097
H 2.7395 1.3049 2.5854  0.095
H 7.2756 -2.3308 -0.5042  0.056
H 7.3871 -3.5087 -2.6400  0.080
H 5.4914 -3.3093 -4.2481  0.079
H 3.5585 -1.9593 -3.7059  0.067
C -1.4435 4.5269 0.2880  -0.124
C -0.4962 3.4103 -0.1430  -0.659
C 0.1020 3.7943 -1.5072  -0.152
C 0.6920 3.4148 0.8249  -0.152
Si -1.1610 1.5073 -0.2871  0.879
C -3.0168 1.6958 -1.0707  -0.653
C -2.9240 2.4965 -2.3750  -0.148
C -3.4419 0.2825 -1.5114  -0.147
C -4.1496 2.3011 -0.2438  -0.124
C -1.5183 1.0059 1.6355  -0.646
C -0.1841 0.4953 2.2000  -0.147
C -2.4395 -0.2262 1.6611  -0.138
C -2.0869 2.0287 2.6151  -0.122
H -0.8983 5.4830 0.3607  0.067
H -1.8977 4.3354 1.2636  0.054
H -2.2535 4.6778 -0.4283  0.050
H 0.6154 4.7670 -1.4368  0.067
H -0.6470 3.8767 -2.2955  0.045
H 0.8342 3.0516 -1.8328  0.063
H 1.2327 4.3725 0.7589  0.075
H 1.4048 2.6192 0.5862  0.070
H 0.3802 3.2901 1.8631  0.036
H -2.1125 2.1295 -3.0098  0.069
H -2.7615 3.5620 -2.2054  0.049
H -3.8620 2.3977 -2.9455  0.068
H -2.7265 -0.1247 -2.2290  0.056
H -4.4320 0.3164 -1.9978  0.069
H -3.5040 -0.4231 -0.6822  0.042
H -3.9312 3.3265 0.0648  0.055
H -4.3640 1.7287 0.6599  0.050
H -5.0800 2.3275 -0.8363  0.066
H 0.1874 -0.3580 1.6293  0.068
H -0.3060 0.1640 3.2452  0.078
H 0.5951 1.2577 2.1837  0.017
H -2.0853 -1.0007 0.9750  0.067
H -3.4744 0.0080 1.4043  0.049
H -2.4457 -0.6639 2.6712  0.073
H -1.3721 2.8243 2.8436  0.053
H -2.3316 1.5404 3.5727  0.068
H -2.9991 2.5055 2.2471  0.053

=====

Record 3
This record from the Open Molecules 2025 dataset describes a structure of composition C43H54NOOsSb2SiTe. The level of theory is ωB97M-V/def2-TZVPD.

Computed properties:
⟨S²⟩   0.76
LUMO energy (alpha / beta)   -6.129 / -6.232 eV
Spin multiplicity   2
Kohn-Sham gap (alpha / beta)   6.650 / 6.450 eV
Total charge   +2

Each line ends with the Löwdin charge.
Positions of all 104 atoms, in Å:
Os 0.6575 -0.6396 0.3555  0.490
C 4.2131 -2.7908 0.0353  -0.262
Sb 3.0571 -1.3731 1.1076  1.235
C 4.5556 0.0643 1.5656  -0.280
C 2.7426 -2.3544 3.0180  -0.285
C 2.8473 -3.8408 2.8604  -0.304
C 4.0887 -4.4466 3.0516  -0.060
C 4.2749 -5.8023 2.8441  -0.059
C 3.2050 -6.5854 2.4370  -0.058
C 1.9612 -6.0023 2.2671  -0.044
C 1.7568 -4.6369 2.4746  -0.283
C 0.3611 -4.1045 2.3265  -0.288
Sb -0.0886 -3.1309 0.4606  1.291
C -2.1951 -3.3672 0.4270  -0.273
C 0.5111 -4.6364 -0.8950  -0.248
H 4.9544 -3.2285 0.7005  0.019
H 4.7126 -2.2890 -0.7928  0.017
H 3.5740 -3.5809 -0.3536  0.001
H 5.5111 -0.4513 1.6457  0.022
H 4.3253 0.5372 2.5192  0.012
H 4.6223 0.8212 0.7864  -0.002
H 1.7589 -2.0388 3.3654  0.046
H 3.4849 -1.9676 3.7153  0.071
H 4.9246 -3.8364 3.3757  0.121
H 5.2458 -6.2475 3.0131  0.114
H 3.3310 -7.6479 2.2800  0.114
H 1.1178 -6.6249 1.9910  0.117
H 0.0620 -3.4442 3.1414  0.070
H -0.3418 -4.9391 2.3179  0.069
H -2.4197 -4.4112 0.6415  0.023
H -2.5799 -3.1121 -0.5580  0.006
H -2.6646 -2.7293 1.1729  0.019
H 0.0087 -5.5568 -0.6000  0.030
H 1.5880 -4.7829 -0.8496  0.010
H 0.2222 -4.3562 -1.9048  0.002
C -2.5783 7.3773 6.2200  -0.025
C -2.1120 6.3020 5.2840  -0.232
C -2.9922 5.3512 4.7807  0.012
C -2.5927 4.3479 3.9077  -0.275
C -3.6255 3.3630 3.4419  -0.038
C -1.2442 4.3295 3.5266  -0.334
Te -0.3704 2.8723 2.2764  1.964
N -0.7823 0.5440 0.6057  -0.192
C -1.8243 1.2507 0.5095  -0.525
O -1.9426 2.4181 1.2124  -0.388
C -3.0081 0.9476 -0.3154  -0.156
C -4.1616 1.7288 -0.2540  -0.003
C -5.2377 1.4373 -1.0757  -0.045
C -5.1690 0.3740 -1.9647  -0.046
C -4.0163 -0.3985 -2.0391  -0.054
C -2.9398 -0.1123 -1.2201  -0.053
C 0.5529 4.1007 0.8623  -0.406
C 1.8843 3.7767 0.6096  -0.160
C 2.6377 4.5715 -0.2343  -0.062
C 2.0411 5.6702 -0.8385  -0.030
C 0.7123 5.9730 -0.5878  -0.012
C -0.0680 5.2116 0.2832  -0.271
C -1.4831 5.6421 0.5526  -0.023
C -0.3084 5.2205 4.0735  -0.299
C 1.1733 5.1596 3.8008  -0.057
C -0.7736 6.2094 4.9283  0.006
H -3.6578 7.3515 6.3506  0.084
H -2.3001 8.3628 5.8457  0.094
H -2.1134 7.2576 7.1996  0.096
H -4.0329 5.3889 5.0786  0.128
H -4.5541 3.5187 3.9865  0.092
H -3.3144 2.3297 3.6157  0.089
H -3.8353 3.4772 2.3823  0.060
H -4.2189 2.5617 0.4298  0.100
H -6.1317 2.0433 -1.0246  0.117
H -6.0112 0.1516 -2.6061  0.117
H -3.9577 -1.2184 -2.7427  0.113
H -2.0241 -0.6847 -1.2928  0.074
H 2.3375 2.9114 1.0858  0.093
H 3.6784 4.3413 -0.4202  0.117
H 2.6158 6.2989 -1.5054  0.122
H 0.2626 6.8342 -1.0659  0.128
H -1.8693 6.1846 -0.3088  0.096
H -1.5291 6.3122 1.4134  0.099
H -2.1477 4.8018 0.7426  0.060
H 1.5530 4.1385 3.6781  0.050
H 1.7179 5.5819 4.6433  0.097
H 1.4456 5.7212 2.9060  0.093
H -0.0617 6.9116 5.3473  0.135
C 0.0773 1.7568 -2.2339  -0.176
Si 1.1135 0.2495 -1.8549  0.449
C 2.9293 0.7025 -1.9968  -0.204
C 0.7549 -1.1800 -3.0072  -0.304
C 1.6974 -2.2032 -3.1619  -0.122
C 1.4916 -3.2407 -4.0593  -0.086
C 0.3289 -3.2779 -4.8176  -0.067
C -0.6223 -2.2763 -4.6745  -0.066
C -0.4071 -1.2348 -3.7823  -0.099
H 0.3752 2.1557 -3.2073  0.056
H 0.2405 2.5410 -1.4921  0.013
H -0.9858 1.5315 -2.2729  0.019
H 3.1303 0.9882 -3.0330  0.053
H 3.5829 -0.1404 -1.7626  0.002
H 3.1994 1.5423 -1.3587  0.011
H 2.6188 -2.1823 -2.5858  0.088
H 2.2374 -4.0171 -4.1741  0.114
H 0.1714 -4.0774 -5.5293  0.113
H -1.5231 -2.2971 -5.2739  0.111
H -1.1515 -0.4515 -3.7002  0.092

=====

Number 1: maximum force 2.8 eV Å⁻¹. Number 2: maximum force 0.7 eV Å⁻¹. Number 3: maximum force 0.4 eV Å⁻¹.